(1)
The following is a quantum chemistry calculation of 7 unconnected molecules or ions with the total composition C8H22Br2N6O12 in a non-equilibrium geometry, from OMol25.

Output
SMILES: C[N+](=O)[O-].C[N+](=O)[O-].C[N+](=O)[O-].C[N+](=O)[O-].C[N+](=O)[O-].C[N+](=O)[O-].BrCCBr
2S+1: 1
DFT total energy, Eh: -6696.800091
LUMO energy, eV: -0.174
Relative energy (zero: lowest compared OMol25 entry of this formula, charge and spin), eV: 2.1213

Element x y z (Å)
C: 2.901695 -5.204455 0.265200
N: 3.355895 -4.975480 1.678747
O: 2.681486 -5.360052 2.675237
O: 4.386281 -4.367430 1.779347
H: 3.017897 -6.269351 0.063669
H: 3.435092 -4.581084 -0.452432
H: 1.862624 -4.875309 0.254515
C: 6.216937 1.339569 -0.805116
N: 7.209908 2.089456 -0.087857
O: 8.223098 2.373536 -0.556863
O: 6.958675 2.451461 1.063243
H: 5.456426 1.091973 -0.064558
H: 6.688973 0.437576 -1.194571
H: 5.805275 1.896307 -1.646941
C: -5.916070 -2.709556 2.296671
N: -4.480530 -2.577308 2.312541
O: -4.097797 -1.415475 2.351623
O: -3.775223 -3.596480 2.317298
H: -6.280788 -3.321771 3.121460
H: -6.038831 -3.061714 1.272458
H: -6.240858 -1.690207 2.505349
C: -0.947758 0.694611 -2.279186
N: 0.101577 -0.131720 -1.643479
O: 1.141316 -0.240523 -2.225346
O: -0.071880 -0.469473 -0.480231
H: -1.407900 1.169045 -1.412425
H: -1.519172 0.026826 -2.923905
H: -0.439512 1.250840 -3.066838
C: 1.701647 6.699527 1.064415
N: 1.207509 5.431665 1.527111
O: 1.462731 4.495474 0.737866
O: 0.425324 5.409930 2.463280
H: 2.237794 6.560400 0.125649
H: 2.391543 6.859056 1.893079
H: 0.882639 7.418704 1.053039
C: -6.389871 -0.000398 -9.466068
N: -5.053460 -0.361423 -8.893062
O: -4.088996 0.151728 -9.435820
O: -5.020177 -0.877199 -7.780808
H: -6.413483 -0.195033 -10.538297
H: -6.572405 1.026495 -9.149410
H: -7.224996 -0.579729 -9.072325
Br: 1.843214 1.247283 5.463462
C: 0.195055 0.534553 6.351785
C: 0.323220 -1.006964 6.359338
Br: -1.254559 -2.068210 6.876221
H: -0.676846 0.858791 5.783670
H: 0.132504 1.030265 7.320520
H: 1.187045 -1.395754 6.898549
H: 0.477737 -1.212972 5.300195

Forces on the atoms, in the same order (eV/Å):
-1.0097 -0.0654 0.3788
-0.9380 -0.1835 1.8373
1.1055 0.4805 -2.9044
0.7126 0.2684 0.2132
-0.1930 0.1593 -0.0265
0.3907 -0.1648 0.5575
-0.0763 -0.4726 -0.0488
-1.2323 -1.3171 -0.3161
-2.3153 0.9969 4.0012
4.5830 0.6202 -3.6208
-1.2250 -0.5974 0.0393
-0.0449 -0.0130 -0.3864
0.0177 0.0911 0.0545
0.1963 0.2212 0.2387
-0.6426 0.4430 0.0527
2.1367 -0.2990 1.2442
0.7522 -0.8500 -0.2340
-0.9308 1.6522 -0.2080
0.2523 -0.5362 -0.5325
-1.1055 -0.1546 0.2903
-0.4589 -0.2531 -0.6114
0.3331 -0.7822 -0.7430
0.1556 0.9230 1.7725
1.0952 -0.7248 -1.0131
-0.3642 -0.3083 -0.6787
-0.4811 0.2590 -0.8415
-0.7495 -0.1746 0.7646
0.0435 0.7926 0.7432
1.1858 0.7955 0.9410
-2.2716 -2.2511 -2.6585
-0.3196 0.5655 2.0520
1.1057 -0.3597 -0.3290
-0.2907 0.1274 0.2463
0.3233 1.1939 -0.2858
0.2633 -0.0806 0.0211
-0.8328 -0.6456 -0.2050
0.1652 1.3161 1.4531
-0.4329 -0.7622 -0.2399
-0.2119 -0.2244 -1.0941
0.4696 0.6034 0.0714
0.2823 0.0345 -0.4939
0.5619 -0.3193 0.5146
-0.8941 -0.3271 0.4495
0.0298 -0.3459 0.4386
0.2506 0.6601 -1.0289
0.4237 0.6957 0.0224
0.2931 -0.1067 -0.2398
0.2464 -0.2877 0.0025
-0.2814 0.2443 0.1825
-0.0730 -0.5370 0.1572

Okay, here come the Mulliken numbers, in e, for every atom: atom 1 (C): -0.688, atom 2 (N): 0.820, atom 3 (O): -0.509, atom 4 (O): -0.489, atom 5 (H): 0.271, atom 6 (H): 0.305, atom 7 (H): 0.291, atom 8 (C): -0.685, atom 9 (N): 0.896, atom 10 (O): -0.530, atom 11 (O): -0.543, atom 12 (H): 0.314, atom 13 (H): 0.281, atom 14 (H): 0.267, atom 15 (C): -0.671, atom 16 (N): 0.834, atom 17 (O): -0.507, atom 18 (O): -0.504, atom 19 (H): 0.273, atom 20 (H): 0.276, atom 21 (H): 0.299, atom 22 (C): -0.807, atom 23 (N): 0.907, atom 24 (O): -0.546, atom 25 (O): -0.512, atom 26 (H): 0.320, atom 27 (H): 0.300, atom 28 (H): 0.338, atom 29 (C): -0.710, atom 30 (N): 0.811, atom 31 (O): -0.498, atom 32 (O): -0.485, atom 33 (H): 0.305, atom 34 (H): 0.297, atom 35 (H): 0.279, atom 36 (C): -0.616, atom 37 (N): 0.760, atom 38 (O): -0.477, atom 39 (O): -0.491, atom 40 (H): 0.269, atom 41 (H): 0.264, atom 42 (H): 0.291, atom 43 (Br): -0.142, atom 44 (C): -0.513, atom 45 (C): -0.601, atom 46 (Br): -0.169, atom 47 (H): 0.350, atom 48 (H): 0.357, atom 49 (H): 0.381, atom 50 (H): 0.338

(2)
The following is a quantum chemistry calculation of a molecular structure, C8H22BrN2O2Y in a non-equilibrium geometry, from OMol25.

Output
2S+1: 1
Charge: +2
DFT total energy, Eh: -3189.727922
LUMO energy, eV: -7.788

Element x y z (Å)
Y: -6.165727 -12.640406 6.896303
Br: -7.790441 -14.457198 7.705176
C: -2.167622 -12.917310 7.292232
C: -3.132991 -11.764573 7.364968
C: -3.692315 -11.033084 6.014607
O: -4.944908 -11.297374 5.537840
C: -5.757502 -11.559762 4.459942
N: -4.313648 -12.111908 8.098823
H: -1.365867 -12.649759 6.524827
H: -2.553558 -13.897165 7.185030
H: -1.733918 -12.968952 8.311545
H: -2.496912 -10.891464 7.621038
H: -3.068123 -11.226319 5.131012
H: -3.761802 -10.023129 6.286302
H: -6.360662 -10.660555 4.244986
H: -6.519029 -12.254897 4.830594
H: -5.283280 -12.044121 3.606413
H: -4.081368 -12.713093 8.895348
H: -4.809165 -11.268082 8.468390
C: -9.315935 -9.588257 11.483306
C: -8.536049 -10.547795 10.559771
C: -8.435861 -9.871614 9.211024
O: -7.614659 -10.637043 8.151590
C: -7.369757 -9.614004 7.085295
N: -7.138526 -10.792144 10.913314
H: -10.000282 -8.946548 10.928305
H: -8.616574 -8.955798 12.033629
H: -9.948159 -10.088140 12.194631
H: -9.083507 -11.527955 10.503869
H: -7.977222 -8.880629 9.368658
H: -9.459818 -9.670955 8.794290
H: -6.336436 -9.398724 6.759025
H: -7.754930 -8.683691 7.517747
H: -8.020789 -9.884972 6.223103
H: -7.111182 -11.546937 11.605112
H: -6.845143 -9.981249 11.515728

Forces on the atoms, in the same order (eV/Å):
-2.5286 0.0262 1.5780
0.4795 0.1689 -0.2723
1.5790 1.2242 -0.0125
0.3433 1.3867 -3.5270
3.7809 -0.8859 -1.0612
-3.3584 -1.7844 2.7351
-0.3448 0.8146 -1.5133
-0.8097 0.5576 2.0210
-0.9362 -0.7419 1.1905
-0.7143 -0.9715 -0.8404
0.3341 0.1814 -0.5878
-0.6926 -0.4646 1.2129
0.8603 0.5217 0.7130
0.5688 1.6589 0.1244
0.5132 -0.3253 -0.5406
-0.6767 -0.6545 -0.6523
0.0342 0.2425 -0.1000
-0.1186 0.3292 0.1498
0.6743 -0.4068 0.4493
0.2532 0.1112 -0.2779
-0.3409 -0.7217 -0.7177
-1.1195 -0.2424 -0.5834
0.7614 1.5598 -0.6996
-1.5454 -0.2900 0.3609
0.5766 0.3260 2.1956
0.0925 0.1136 -0.1520
-0.0824 0.0844 -0.0528
-0.0188 -0.4643 0.3666
0.5651 0.8501 -0.1898
0.2875 -0.5264 -0.1755
0.9763 -0.4710 -0.0361
-0.0850 -0.6686 0.5339
0.2461 -0.0170 -0.7535
0.4706 0.2745 0.3656
0.0521 0.0369 -0.3090
-0.0771 -0.8317 -0.9420

Okay, here come the Mulliken numbers, in e, for every atom: atom 1 (Y): 1.049, atom 2 (Br): -0.364, atom 3 (C): -1.500, atom 4 (C): 0.491, atom 5 (C): -0.490, atom 6 (O): -0.382, atom 7 (C): -0.349, atom 8 (N): -0.538, atom 9 (H): 0.356, atom 10 (H): 0.445, atom 11 (H): 0.421, atom 12 (H): 0.203, atom 13 (H): 0.373, atom 14 (H): 0.376, atom 15 (H): 0.346, atom 16 (H): 0.161, atom 17 (H): 0.440, atom 18 (H): 0.319, atom 19 (H): 0.344, atom 20 (C): -1.295, atom 21 (C): 0.178, atom 22 (C): -0.959, atom 23 (O): -0.203, atom 24 (C): -0.685, atom 25 (N): -0.640, atom 26 (H): 0.348, atom 27 (H): 0.369, atom 28 (H): 0.354, atom 29 (H): 0.370, atom 30 (H): 0.511, atom 31 (H): 0.397, atom 32 (H): 0.299, atom 33 (H): 0.414, atom 34 (H): 0.289, atom 35 (H): 0.298, atom 36 (H): 0.254

(3)
The following is a quantum chemistry calculation of a molecular structure, C8H22CaClN2O4 in a non-equilibrium geometry, from OMol25.

Output
2S+1: 1
Charge: +1
DFT total energy, Eh: -1865.541623
LUMO energy, eV: -7.590
Relative energy (zero: lowest compared OMol25 entry of this formula, charge and spin), eV: 0.0000

Element x y z (Å)
C: 1.808649 1.667899 0.168536
N: 0.462488 1.236566 0.596691
C: -0.448814 2.285982 1.162194
C: -1.491880 2.377476 0.044537
C: -1.723233 0.876197 -0.189331
C: -0.290942 0.483678 -0.500326
H: 2.417674 0.797413 -0.005513
H: 2.254738 2.248416 0.968186
H: 1.743592 2.301931 -0.700694
H: 0.550842 0.548882 1.342189
H: 0.076975 3.185627 1.439290
H: -0.995980 1.917085 2.018451
H: -0.931139 2.753426 -0.806356
H: -2.359717 2.990271 0.227717
H: -1.883508 0.385704 0.765339
H: -2.461292 0.628878 -0.929373
H: -0.025797 -0.560736 -0.397853
H: 0.085034 0.784706 -1.469128
C: -6.228286 0.281259 1.620693
N: -5.337716 0.661467 0.492718
O: -5.449329 1.782476 0.046551
O: -4.592098 -0.210079 0.080807
H: -6.863509 1.127981 1.872447
H: -6.825161 -0.569014 1.285856
H: -5.611740 -0.009609 2.464515
C: 4.785552 -2.094164 -1.754063
C: 3.856430 -3.012557 -1.016550
O: 3.250232 -2.339574 0.086378
H: 5.570610 -1.700436 -1.092165
H: 5.252168 -2.591646 -2.605698
H: 4.183385 -1.189082 -2.117710
H: 4.415388 -3.864360 -0.619115
H: 3.068282 -3.399214 -1.670399
H: 2.759997 -1.606216 -0.311417
Cl: 2.454597 -0.352765 -2.410067
Ca: -7.878939 -0.988993 -0.084015
O: 6.671170 -3.533345 0.957955
H: 5.731277 -3.301531 1.038727

Forces on the atoms, in the same order (eV/Å):
0.3841 0.5825 0.8265
-0.0620 -0.8839 0.4898
-1.2220 0.5139 -0.7602
0.6082 -0.2796 0.0937
1.0982 0.5496 -0.0273
-0.0143 -0.2725 -0.0224
0.0775 -0.1916 -0.4215
0.0185 0.0587 0.2384
-0.1209 -0.1047 -0.3979
0.5161 0.0111 -0.0392
0.3172 0.1654 -0.1806
0.4452 -0.3219 0.5077
-0.4318 0.3744 -0.4586
-0.1608 0.1349 0.2651
-0.9779 -0.1263 0.1459
-0.1062 -0.2209 -0.2337
-0.1040 -0.2296 0.0371
0.0604 0.3001 -0.1287
0.3554 0.7602 0.3062
0.2843 0.2834 0.3007
-0.1021 -0.0953 -0.1033
-0.3846 -0.2298 -0.0976
-0.0443 -0.0231 -0.0397
1.7532 0.4207 2.3786
-0.0634 -0.2446 -0.0206
0.3270 -0.0300 -0.0138
-0.1241 0.1562 -0.0170
-0.0728 -0.0702 0.2319
-0.0451 0.0391 0.0422
-0.0725 0.0832 -0.0571
0.6089 -0.6031 0.1814
-0.0973 -0.0632 0.0801
0.1239 -0.0667 -0.0911
0.0844 -0.0057 -0.1513
-0.7012 0.3477 0.0355
-1.9273 -0.9399 -2.6917
-0.1587 0.1353 -0.2548
-0.0692 0.0860 0.0473

Okay, here come the Mulliken numbers, in e, for every atom: atom 1 (C): -0.781, atom 2 (N): -0.017, atom 3 (C): -0.658, atom 4 (C): -0.545, atom 5 (C): -0.551, atom 6 (C): -0.692, atom 7 (H): 0.183, atom 8 (H): 0.344, atom 9 (H): 0.403, atom 10 (H): 0.408, atom 11 (H): 0.378, atom 12 (H): 0.362, atom 13 (H): 0.306, atom 14 (H): 0.405, atom 15 (H): 0.254, atom 16 (H): 0.453, atom 17 (H): 0.308, atom 18 (H): 0.374, atom 19 (C): -0.736, atom 20 (N): 0.691, atom 21 (O): -0.459, atom 22 (O): -0.384, atom 23 (H): 0.428, atom 24 (H): 0.057, atom 25 (H): 0.328, atom 26 (C): -0.473, atom 27 (C): -0.439, atom 28 (O): -0.505, atom 29 (H): 0.179, atom 30 (H): 0.350, atom 31 (H): 0.077, atom 32 (H): 0.384, atom 33 (H): 0.250, atom 34 (H): 0.227, atom 35 (Cl): -0.553, atom 36 (Ca): 0.768, atom 37 (O): -0.452, atom 38 (H): 0.330

(4)
The following is a quantum chemistry calculation of 3 unconnected molecules or ions with the total composition C8H22ClN2O6 in a non-equilibrium geometry, from OMol25.

Output
2S+1: 1
Charge: -1
DFT total energy, Eh: -1338.888028
LUMO energy, eV: 3.086
Relative energy (zero: lowest compared OMol25 entry of this formula, charge and spin), eV: 0.2757

Element x y z (Å)
Cl: -1.608094 2.859917 1.073259
O: -0.318033 2.300571 0.633304
O: -2.756364 2.012368 0.951729
O: -1.537485 3.277807 2.478440
O: -1.872854 4.074399 0.313279
C: 0.719885 -1.570673 1.040233
C: -0.234519 -1.468325 2.202186
C: 0.357322 -0.595644 3.350821
O: 1.326551 -1.337500 4.076634
C: 1.905766 -0.499330 5.079695
N: -1.532199 -0.912122 1.814534
H: 1.388415 -0.718455 0.898745
H: 0.326935 -1.855599 0.062952
H: 1.409743 -2.407645 1.209907
H: -0.356074 -2.484684 2.592966
H: -0.415952 -0.208441 4.023568
H: 0.813027 0.291885 2.892196
H: 2.685318 -1.036267 5.618309
H: 1.212448 -0.269993 5.899872
H: 2.223133 0.488801 4.744649
H: -2.214100 -1.063376 2.547881
H: -1.242949 0.065626 1.865464
C: 1.311268 1.131823 -2.475067
C: -0.012026 1.180836 -3.257889
C: -0.277610 -0.084657 -4.089572
O: -0.786271 -1.120406 -3.225887
C: -0.383249 -2.423471 -3.555968
N: -1.152247 1.648734 -2.529511
H: 1.286167 1.870944 -1.669866
H: 2.158849 1.416438 -3.095696
H: 1.436864 0.182772 -1.951099
H: 0.279001 1.883462 -4.061323
H: 0.654865 -0.522590 -4.462690
H: -0.936401 0.029536 -4.954590
H: 0.701623 -2.554672 -3.582958
H: -0.855940 -2.665871 -4.518975
H: -0.804982 -3.214142 -2.933499
H: -0.980416 2.396749 -1.871346
H: -1.919406 1.901200 -3.134686

Forces on the atoms, in the same order (eV/Å):
-0.1808 2.8741 1.2259
-1.4097 -0.3215 0.4108
0.5013 -1.2292 -0.5333
0.7248 -0.8363 -0.4949
0.4391 -0.4673 -0.5587
1.4800 -0.8353 -0.6395
-0.2367 -0.4022 1.0939
0.1013 -0.5253 -0.7462
0.5746 1.0134 0.6864
-0.5639 -0.4952 0.7391
1.0996 0.3961 -0.1316
-0.3816 0.3033 0.0323
-0.7552 0.4474 0.1828
0.1099 0.1072 0.3857
-0.1839 0.0788 0.1065
-0.2040 -0.3164 0.0410
0.0926 0.0392 -0.0007
0.3924 -0.0753 -0.5727
-0.5691 -0.0936 -0.2323
0.3432 -0.1829 -0.5318
0.0543 0.1377 0.1317
-1.3920 0.4202 -0.6675
-0.8225 -0.0574 1.0953
1.0771 0.7792 -1.7970
0.2845 -1.6605 1.4062
-0.1438 0.0572 0.7206
-0.8076 0.0023 -1.0881
-0.3212 -0.4480 0.2753
-0.1587 0.0723 -0.0393
0.0221 -0.4616 -0.1641
0.2278 -0.1202 -0.2218
-0.2976 0.2840 -0.2270
0.3389 0.6908 -0.2735
-0.2713 0.3465 0.1140
0.0991 0.1131 -0.1424
0.5999 -0.1422 -0.4245
-0.0402 0.6186 0.7679
0.1915 -0.0989 0.0541
-0.0144 -0.0118 0.0174

Okay, here come the Mulliken numbers, in e, for every atom: atom 1 (Cl): 1.651, atom 2 (O): -0.540, atom 3 (O): -0.624, atom 4 (O): -0.721, atom 5 (O): -0.738, atom 6 (C): -1.380, atom 7 (C): 0.514, atom 8 (C): -0.678, atom 9 (O): -0.348, atom 10 (C): -0.798, atom 11 (N): -0.610, atom 12 (H): 0.271, atom 13 (H): 0.293, atom 14 (H): 0.398, atom 15 (H): 0.316, atom 16 (H): 0.400, atom 17 (H): 0.384, atom 18 (H): 0.278, atom 19 (H): 0.316, atom 20 (H): 0.325, atom 21 (H): 0.285, atom 22 (H): 0.015, atom 23 (C): -1.070, atom 24 (C): 0.537, atom 25 (C): -0.830, atom 26 (O): -0.297, atom 27 (C): -0.874, atom 28 (N): -0.464, atom 29 (H): 0.331, atom 30 (H): 0.369, atom 31 (H): 0.126, atom 32 (H): 0.078, atom 33 (H): 0.378, atom 34 (H): 0.389, atom 35 (H): 0.341, atom 36 (H): 0.373, atom 37 (H): 0.243, atom 38 (H): 0.191, atom 39 (H): 0.171

2S+1 of number 3 (C8H22CaClN2O4)?
1